{
  "formula": "C7H10N2O",
  "method": "ωB97M-V with the def2-TZVPD basis set",
  "homo_energy_ev": -9.04,
  "smiles": "OCC1(n2ccnc2)CC1",
  "gap_ev": 9.870,
  "lumo_ha": 0.03048,
  "symbols": ["O", "C", "C", "N", "C", "C", "N", "C", "C", "C", "H", "H", "H", "H", "H", "H", "H", "H", "H", "H"],
  "positions_angstrom": [[-1.223, -2.212, 0.867], [-1.453, -1.415, -0.314], [-0.666, 0.276, -0.083], [0.759, 0.017, -0.137], [1.637, -0.020, -1.205], [2.896, -0.083, -0.759], [2.819, -0.219, 0.648], [1.593, -0.172, 0.919], [-1.514, 1.494, -0.423], [-1.239, 1.042, 1.089], [-0.329, -2.103, 1.133], [-0.766, -1.714, -1.128], [-2.486, -1.310, -0.651], [1.123, 0.320, -2.106], [3.771, -0.050, -1.251], [1.142, 0.010, 1.831], [-2.446, 1.584, -0.907], [-0.913, 2.316, -0.723], [-0.606, 1.773, 1.580], [-2.101, 0.466, 1.620]],
  "forces_ev_per_a": [[-2.4, 0.8, -1.7], [3.4, 2.8, 0.7], [-2.4, -3.8, 0.6], [0.6, 0.4, -0.8], [-2.6, 1.8, -1.9], [-2.6, -0.8, 3.1], [2.8, -0.2, -1.5], [-2.5, 1.0, 0.5], [2.5, -0.8, 1.9], [-2.0, -0.8, -1.7], [1.4, 0.2, 0.2], [-0.7, -0.3, 0.2], [0.1, -0.3, 0.7], [0.9, -0.6, -0.3], [2.8, 0.0, -1.6], [-0.4, -0.3, 2.2], [-1.1, -1.0, -0.3], [0.6, 0.9, 0.1], [-0.2, -0.4, 0.4], [1.8, 1.5, -0.7]]
}

=====

{
  "formula": "C51H47As2N6O2Ti",
  "method": "ωB97M-V with the def2-TZVPD basis set",
  "homo_energy_ev": [-8.61, -9.56],
  "multiplicity": 3,
  "gap_ev": [5.497, 6.222],
  "charge": 1,
  "lumo_ha": [-0.11423, -0.12261],
  "symbols": ["Ti", "C", "O", "C", "N", "C", "C", "C", "C", "C", "C", "C", "C", "C", "C", "C", "C", "N", "C", "N", "C", "C", "O", "C", "C", "C", "C", "C", "C", "H", "H", "H", "H", "H", "H", "H", "H", "H", "H", "H", "H", "H", "H", "H", "H", "H", "H", "H", "C", "C", "N", "C", "C", "C", "C", "C", "C", "C", "N", "C", "C", "C", "C", "C", "C", "C", "C", "N", "C", "H", "H", "H", "H", "H", "H", "H", "H", "H", "H", "H", "H", "C", "As", "C", "C", "C", "C", "C", "C", "C", "As", "C", "C", "H", "H", "H", "H", "H", "H", "H", "H", "H", "H", "H", "H", "H", "H", "H", "H"],
  "positions_angstrom": [[-0.186, 0.487, -0.156], [2.969, -3.985, 0.532], [2.988, -2.692, 1.138], [1.737, -2.187, 1.005], [0.912, -2.838, 0.291], [1.643, -3.996, -0.255], [0.999, -5.354, -0.169], [1.405, -6.323, -1.083], [0.915, -7.617, -1.004], [-0.011, -7.949, -0.024], [-0.405, -6.992, 0.899], [0.112, -5.706, 0.837], [1.494, -1.013, 1.851], [2.321, -0.947, 2.967], [2.022, -0.082, 3.993], [0.880, 0.684, 3.879], [0.167, 0.690, 2.695], [0.477, -0.120, 1.644], [-0.887, 2.489, 1.278], [-1.392, 1.902, 0.059], [-1.941, 2.990, -0.740], [-1.773, 4.231, 0.172], [-1.582, 3.698, 1.468], [-3.403, 2.821, -1.112], [-3.943, 3.590, -2.140], [-5.286, 3.490, -2.463], [-6.109, 2.627, -1.752], [-5.581, 1.872, -0.716], [-4.232, 1.971, -0.395], [2.974, -4.741, 1.321], [3.848, -4.107, -0.095], [1.843, -3.794, -1.311], [2.121, -6.066, -1.857], [1.251, -8.364, -1.711], [-0.403, -8.955, 0.029], [-1.114, -7.248, 1.676], [-0.173, -4.969, 1.577], [3.149, -1.633, 3.037], [2.640, -0.025, 4.878], [0.559, 1.299, 4.704], [-1.355, 3.137, -1.658], [-2.659, 4.861, 0.197], [-0.906, 4.831, -0.128], [-3.306, 4.273, -2.692], [-5.696, 4.086, -3.269], [-7.160, 2.548, -2.001], [-6.222, 1.209, -0.149], [-3.806, 1.399, 0.419], [3.029, -1.261, -2.872], [1.860, -1.084, -2.127], [1.620, -0.026, -1.370], [2.553, 0.975, -1.388], [3.742, 0.910, -2.155], [3.978, -0.273, -2.882], [4.608, 2.022, -2.179], [4.285, 3.154, -1.476], [3.124, 3.222, -0.694], [2.263, 2.139, -0.617], [1.060, 2.070, 0.022], [0.628, 2.733, 1.111], [1.363, 3.414, 2.061], [0.894, 3.852, 3.312], [-0.277, 3.534, 3.993], [-1.221, 2.544, 3.727], [-2.348, 2.411, 4.556], [-3.300, 1.464, 4.313], [-3.146, 0.612, 3.180], [-2.170, 0.635, 2.342], [-1.079, 1.583, 2.555], [3.160, -2.170, -3.444], [1.077, -1.824, -2.161], [4.897, -0.377, -3.445], [5.506, 1.981, -2.781], [4.935, 4.017, -1.526], [2.870, 4.142, -0.186], [2.403, 3.619, 1.837], [1.567, 4.518, 3.842], [-0.451, 4.099, 4.903], [-2.457, 3.091, 5.393], [-4.167, 1.355, 4.948], [-3.914, -0.135, 2.978], [-3.994, -1.325, -0.528], [-2.065, -1.313, -0.118], [-2.193, -2.681, 1.271], [-1.654, -2.266, -1.800], [-1.831, -3.636, -1.956], [-1.560, -4.263, -3.162], [-1.120, -3.515, -4.244], [-0.969, -2.143, -4.113], [-1.234, -1.509, -2.901], [-1.021, 0.435, -2.711], [0.196, 0.885, -4.194], [-2.634, 0.968, -3.706], [-4.256, -2.344, -0.810], [-4.230, -0.651, -1.347], [-4.571, -1.034, 0.349], [-2.692, -3.578, 0.911], [-2.776, -2.256, 2.087], [-1.200, -2.915, 1.642], [-2.174, -4.233, -1.122], [-1.687, -5.334, -3.252], [-0.901, -3.995, -5.189], [-0.636, -1.562, -4.965], [1.133, 0.335, -4.140], [0.415, 1.950, -4.113], [-0.283, 0.705, -5.154], [-2.729, 0.335, -4.587], [-2.508, 2.004, -4.018], [-3.534, 0.897, -3.099]],
  "forces_ev_per_a": [[-0.4, -0.4, -2.4], [-0.1, -0.2, -0.1], [0.2, 0.4, 0.0], [0.1, -0.7, -0.6], [-0.2, 0.2, 0.2], [0.3, 0.0, -0.1], [-0.1, 0.0, -0.1], [0.0, 0.0, 0.0], [-0.1, 0.0, 0.0], [0.1, 0.0, 0.0], [-0.1, 0.0, 0.0], [0.0, 0.1, 0.0], [0.0, 0.8, 0.6], [-0.1, -0.3, -0.3], [-0.3, 0.3, 0.1], [0.3, -0.3, 0.3], [-0.2, -0.2, -0.2], [1.2, -1.0, 2.9], [0.2, 0.2, 0.1], [-1.0, 1.0, 0.3], [-0.3, 0.1, 0.1], [0.1, 0.0, -0.1], [-0.1, -0.2, 0.1], [0.1, -0.1, 0.1], [0.0, 0.0, 0.0], [0.0, 0.1, 0.0], [-0.1, -0.1, 0.0], [0.0, 0.0, 0.0], [0.0, 0.1, 0.0], [0.0, 0.0, 0.0], [0.0, 0.1, 0.0], [-0.1, 0.1, -0.1], [0.0, 0.0, 0.0], [0.0, 0.0, 0.0], [0.0, 0.0, 0.0], [0.0, 0.0, 0.0], [-0.1, 0.0, 0.0], [0.0, 0.0, 0.0], [0.0, -0.1, 0.0], [0.0, 0.1, -0.1], [0.0, 0.0, 0.0], [0.0, 0.0, 0.0], [0.0, 0.0, 0.0], [0.0, 0.0, 0.0], [0.0, 0.0, 0.0], [0.0, 0.0, 0.0], [0.0, 0.0, 0.0], [0.0, 0.0, 0.0], [0.2, 0.0, -0.1], [-0.1, 0.0, 0.3], [0.6, -0.2, -0.3], [0.4, 0.2, -0.1], [-0.3, -0.1, 0.1], [-0.2, 0.0, 0.1], [0.1, 0.3, 0.0], [0.2, -0.2, -0.2], [-0.3, -0.2, 0.2], [0.2, 0.3, 0.0], [0.6, 0.5, 0.0], [0.1, 0.6, 0.2], [0.0, -0.1, -0.3], [-0.1, 0.1, 0.1], [0.0, 0.0, 0.1], [0.2, 0.0, -0.1], [-0.2, -0.2, 0.0], [0.0, 0.3, 0.4], [0.2, -0.2, -0.5], [-0.2, 0.0, 0.3], [0.0, 0.4, 0.0], [0.0, 0.0, 0.0], [0.0, -0.2, 0.1], [0.0, 0.0, 0.0], [0.0, 0.0, 0.0], [0.0, 0.0, 0.0], [0.0, 0.0, 0.0], [0.0, 0.0, 0.1], [0.0, 0.0, 0.0], [0.0, 0.0, 0.0], [0.0, 0.0, 0.0], [0.0, 0.0, 0.0], [-0.1, 0.0, 0.0], [0.1, 0.4, 0.2], [-1.0, -1.5, -0.6], [0.2, 0.1, 0.0], [0.1, 0.0, 0.0], [0.0, -0.1, 0.1], [0.0, 0.0, 0.0], [0.0, 0.0, -0.1], [0.0, 0.1, 0.0], [0.1, 0.0, 0.1], [-0.5, -0.2, -1.3], [0.0, 0.0, 0.3], [0.0, 0.1, 0.3], [0.1, 0.0, 0.0], [0.0, 0.0, 0.0], [0.0, 0.1, 0.0], [0.0, 0.0, 0.0], [0.0, 0.1, -0.1], [0.0, -0.1, 0.0], [0.0, -0.1, 0.1], [0.0, 0.0, 0.0], [0.0, 0.0, 0.0], [0.0, 0.0, 0.0], [0.0, 0.0, 0.0], [0.0, 0.0, 0.0], [0.0, -0.1, 0.0], [0.1, -0.1, 0.0], [0.0, 0.0, 0.0], [0.0, 0.0, 0.0]]
}

=====

{
  "formula": "C18H11BrCl5F3N3O6SSeV",
  "method": "ωB97M-V with the def2-TZVPD basis set",
  "homo_energy_ev": [-11.60, -11.60],
  "multiplicity": 2,
  "gap_ev": [6.842, 7.423],
  "charge": 1,
  "lumo_ha": [-0.17487, -0.15349],
  "symbols": ["V", "Cl", "C", "C", "Cl", "C", "Cl", "C", "O", "C", "Cl", "C", "Cl", "C", "N", "C", "C", "N", "C", "C", "Se", "H", "H", "H", "H", "H", "H", "H", "H", "Br", "C", "C", "N", "C", "C", "C", "C", "O", "O", "H", "H", "H", "F", "C", "F", "F", "S", "O", "O", "O"],
  "positions_angstrom": [[0.430, -0.456, -0.698], [-2.573, -1.263, 6.024], [-1.928, -1.093, 4.454], [-2.786, -0.893, 3.371], [-4.477, -0.836, 3.597], [-2.256, -0.749, 2.099], [-3.237, -0.542, 0.707], [-0.873, -0.773, 1.899], [-0.358, -0.604, 0.670], [-0.013, -0.972, 2.996], [1.668, -1.028, 2.695], [-0.544, -1.143, 4.267], [0.501, -1.415, 5.585], [-3.301, 2.910, -0.215], [-3.395, 1.963, -1.316], [-4.564, 1.537, -1.894], [-4.233, 0.639, -2.850], [-2.863, 0.532, -2.846], [-2.118, -0.296, -3.778], [-2.359, 1.326, -1.885], [-0.532, 1.587, -1.412], [-4.154, 3.582, -0.250], [-2.381, 3.480, -0.301], [-3.304, 2.378, 0.736], [-5.528, 1.909, -1.595], [-4.853, 0.085, -3.531], [-2.526, -0.164, -4.777], [-2.206, -1.343, -3.497], [-1.072, -0.007, -3.778], [4.723, 2.650, 3.897], [4.999, 1.783, 2.246], [6.284, 1.455, 1.824], [6.507, 0.842, 0.670], [5.489, 0.510, -0.105], [4.169, 0.787, 0.253], [3.922, 1.448, 1.450], [3.051, 0.276, -0.581], [3.308, -0.493, -1.502], [1.843, 0.659, -0.235], [7.151, 1.689, 2.430], [5.714, 0.005, -1.036], [2.913, 1.687, 1.755], [-0.882, -2.533, -1.292], [0.078, -3.226, -2.042], [-0.393, -3.293, -3.279], [0.169, -4.431, -1.538], [1.645, -2.187, -1.887], [2.565, -2.809, -2.749], [1.691, -2.226, -0.428], [0.888, -0.944, -2.325]],
  "forces_ev_per_a": [[1.5, 2.9, -0.3], [0.0, 0.0, 0.1], [0.0, 0.1, 0.0], [0.0, 0.0, 0.1], [-0.1, 0.0, 0.0], [0.7, 0.0, -0.5], [-0.3, -0.1, 0.0], [-0.3, -0.3, 1.4], [-2.7, -1.0, 5.1], [-0.3, 0.1, -0.9], [0.1, 0.0, 0.1], [-0.1, 0.0, 0.0], [0.1, 0.0, 0.1], [0.0, 0.1, 0.3], [0.2, 0.0, 0.0], [-0.2, -0.1, -0.2], [-0.2, 0.1, 0.1], [0.0, 0.2, 0.2], [0.1, -0.2, -0.2], [0.3, -0.2, -0.1], [-0.8, 1.2, -0.6], [0.0, 0.0, -0.1], [0.0, 0.0, 0.0], [0.0, 0.0, 0.0], [0.0, 0.0, 0.0], [0.0, 0.0, 0.0], [0.0, 0.1, 0.0], [0.0, -0.1, 0.0], [0.0, 0.1, 0.0], [0.0, 0.0, 0.0], [0.0, 0.0, 0.0], [-0.3, 0.0, 0.0], [0.5, -0.1, -0.2], [-0.3, 0.0, 0.1], [-0.2, 0.1, 0.1], [0.1, 0.1, 0.0], [1.8, -0.2, -0.4], [-0.4, 0.4, 0.3], [-0.4, -0.3, -0.1], [0.0, 0.0, 0.0], [0.0, 0.0, 0.0], [0.0, 0.0, 0.0], [0.3, -0.2, -0.2], [-0.2, 0.2, 0.0], [0.2, 0.1, 0.1], [0.2, 0.0, 0.1], [-0.9, -4.3, -1.7], [0.5, 0.6, 0.1], [0.1, 1.1, 0.1], [1.1, -0.4, -3.1]]
}

=====

{
  "formula": "C5H9NOS",
  "method": "ωB97M-V with the def2-TZVPD basis set",
  "homo_energy_ev": -8.89,
  "smiles": "N[C@H]1[C@H]2S[C@H]2C[C@@H]1O",
  "gap_ev": 9.702,
  "lumo_ha": 0.02973,
  "symbols": ["N", "C", "C", "S", "C", "C", "C", "O", "H", "H", "H", "H", "H", "H", "H", "H", "H"],
  "positions_angstrom": [[-1.061, -1.075, 1.531], [-0.850, -0.586, 0.204], [-0.945, 0.978, 0.143], [-0.186, 2.002, 1.451], [0.394, 1.524, -0.215], [1.385, 0.351, -0.167], [0.506, -0.901, -0.562], [0.242, -0.998, -2.026], [-0.764, -2.110, 1.438], [-0.455, -0.579, 2.190], [-1.724, -1.021, -0.260], [-1.852, 1.549, -0.307], [0.723, 2.403, -0.822], [1.902, 0.200, 0.759], [2.191, 0.357, -0.935], [0.886, -1.855, -0.203], [-0.393, -0.238, -2.219]],
  "forces_ev_per_a": [[1.6, -2.3, 0.6], [-0.5, 1.4, -0.9], [-1.4, 1.3, -1.5], [-0.2, -0.4, 0.0], [1.8, 0.3, 0.5], [0.1, -1.4, -2.5], [-1.5, 1.2, 0.3], [-0.6, 1.6, 1.8], [-0.6, 2.1, 1.0], [0.0, -0.5, -0.1], [0.0, 0.1, -1.3], [1.5, -1.5, 0.8], [-1.1, -1.0, 0.2], [-0.1, 0.0, 0.8], [-0.5, 0.6, 0.3], [0.3, 0.0, -0.4], [1.2, -1.5, 0.2]]
}